Entry 1:
The following is a quantum chemistry calculation of an isolated molecule of C4H6N2 in a non-equilibrium geometry, from the OMol25 dataset.

Summary:
2S+1 = 1

Each line ends with the natural charge from an NBO analysis.
Positions of all 12 atoms, in Å:
N 0.484 1.104 1.012  -0.812
N 2.417 -0.864 -1.147  -0.329
C 1.454 -0.389 -0.710  0.267
C -0.750 -0.973 0.277  -0.387
C 0.279 0.110 0.001  -0.019
C -1.062 0.123 -0.686  -0.395
H 0.449 2.057 0.672  0.373
H -0.545 -1.957 -0.134  0.228
H 1.332 0.952 1.546  0.377
H -1.119 -0.111 -1.744  0.232
H -1.198 -0.953 1.264  0.234
H -1.741 0.901 -0.351  0.231



Entry 2:
The following is a quantum chemistry calculation of a cluster of 2 separate species, C2H8NO in total in a non-equilibrium geometry, from the OMol25 dataset.

Summary:
charge = +1
2S+1 = 1

Each line ends with the natural charge from an NBO analysis.
Positions of all 12 atoms, in Å:
O 3.333 -1.951 1.306  -0.955
N -0.795 0.720 -0.128  -0.372
C -1.373 -0.170 -1.149  -0.435
C -1.281 1.842 0.208  0.143
H -1.308 -1.200 -0.797  0.257
H 3.302 -2.541 2.063  0.476
H -0.844 -0.019 -2.093  0.255
H 4.259 -1.965 1.026  0.479
H 0.178 0.564 0.118  0.447
H -0.793 2.530 0.890  0.243
H -2.247 2.126 -0.194  0.224
H -2.432 0.064 -1.248  0.237



Entry 3:
The following is a quantum chemistry calculation of a structure of composition C28H62CsF3N10O5PS3, from the OMol25 dataset.

Summary:
charge = -1
2S+1 = 1

Each line ends with the Löwdin charge.
Positions of all 113 atoms, in Å:
Cs 0.638 -1.121 0.979  0.887
S -0.224 -3.011 3.761  0.139
S 3.821 -2.338 0.219  0.405
S -2.578 -1.029 2.744  0.247
P -1.982 -2.260 4.180  -0.188
F 6.404 -1.820 0.470  0.120
F 5.690 -1.775 -1.572  0.108
F 5.246 -0.137 -0.229  0.106
O -3.109 -3.356 4.569  -0.324
O 4.239 -3.713 0.280  -0.290
O -1.883 -1.532 5.612  -0.326
O 3.496 -1.697 1.479  -0.435
O 2.877 -2.009 -0.838  -0.436
N 2.811 1.878 -3.124  -0.151
N 1.821 3.985 -3.357  -0.205
N -0.105 -1.092 -4.904  -0.170
N -0.669 -0.750 -2.608  0.127
N 0.119 -2.801 -3.330  -0.162
N -0.468 2.799 4.189  -0.177
N 1.619 2.094 3.372  -0.155
N -0.274 1.807 2.054  0.070
N 1.151 2.387 -1.656  0.128
N -1.526 1.616 -0.701  -0.150
C 0.249 2.199 3.149  -0.403
C 0.353 0.222 -5.282  -0.074
C -3.278 -2.274 7.444  -0.053
C 3.436 1.974 -4.423  -0.070
C -1.184 2.957 -1.156  -0.185
C 1.858 2.746 -2.654  -0.398
C -0.244 -3.313 -2.021  -0.079
C -4.158 -0.575 5.794  -0.071
C -1.612 2.287 1.742  -0.226
C -3.018 -4.694 2.475  -0.089
C -5.123 -3.536 3.244  -0.071
C -2.261 1.597 0.553  -0.234
C 0.549 4.502 -3.799  -0.084
C 0.289 3.309 -0.954  -0.198
C -0.510 -1.955 -5.986  -0.077
C 2.801 4.972 -2.971  -0.074
C -1.540 2.056 4.821  -0.078
C 2.023 1.447 4.614  -0.042
C 3.020 0.643 -2.392  -0.053
C -0.237 -1.474 -3.565  -0.401
C 2.453 1.680 2.255  -0.081
C -2.934 -1.133 6.500  -0.460
C 5.367 -1.474 -0.302  -0.655
C 1.457 -3.214 -3.749  -0.048
C -3.831 -4.216 3.665  -0.459
C -1.399 0.467 -2.898  -0.219
C 0.094 3.870 4.975  -0.085
C -2.260 0.871 -1.713  -0.195
H 1.077 0.126 -6.098  0.085
H 3.743 4.476 -2.736  0.090
H 3.080 2.857 -4.945  0.081
H -2.656 -0.036 -1.251  0.120
H 0.463 3.528 5.953  0.075
H 2.488 0.590 2.180  0.013
H 3.053 0.843 -1.325  0.077
H -2.318 2.136 2.563  0.084
H 3.962 0.201 -2.706  0.085
H -2.443 0.557 0.813  0.011
H -2.459 2.650 4.881  0.090
H 0.852 0.703 -4.444  0.066
H -0.756 -2.939 -5.596  0.085
H 2.492 5.556 -2.091  0.083
H 0.920 4.333 4.440  0.090
H -4.667 -1.352 5.223  0.059
H -4.898 -2.640 2.664  0.039
H -3.956 -1.917 8.223  0.077
H -3.883 0.219 5.103  0.046
H -4.848 -0.178 6.542  0.081
H -1.388 -1.554 -6.507  0.083
H 0.057 5.167 -3.076  0.078
H -3.619 -5.418 1.919  0.079
H -2.770 -3.861 1.816  0.052
H 1.336 1.696 5.417  0.068
H -4.072 -5.082 4.289  0.136
H -2.043 0.340 -3.781  0.120
H -0.674 4.626 5.162  0.082
H -1.802 3.710 -0.643  0.118
H 0.442 4.360 -1.238  0.093
H 2.217 -0.080 -2.553  0.073
H 1.725 -2.715 -4.678  0.078
H -1.252 1.771 5.844  0.089
H 3.203 1.090 -5.027  0.073
H 2.080 2.099 1.324  0.070
H -3.125 1.460 -2.076  0.120
H -1.300 -3.126 -1.833  0.088
H 3.471 2.028 2.448  0.092
H -3.754 -3.087 6.899  0.071
H -2.373 -2.657 7.914  0.083
H -0.126 3.674 -4.011  0.082
H -5.711 -3.250 4.117  0.072
H -2.090 -5.165 2.792  0.059
H 2.976 5.668 -3.796  0.081
H -5.717 -4.221 2.635  0.077
H -1.420 3.046 -2.219  0.097
H 0.512 3.221 0.111  0.088
H -3.256 2.074 0.430  0.127
H -0.456 0.879 -5.628  0.087
H 1.467 -4.292 -3.920  0.086
H 0.693 5.068 -4.726  0.083
H 0.295 -2.063 -6.723  0.080
H -1.745 1.138 4.268  0.032
H 2.035 0.355 4.503  0.101
H -1.568 3.372 1.576  0.116
H 0.337 -2.830 -1.232  -0.001
H -2.473 -0.328 7.082  0.130
H -0.049 -4.385 -1.999  0.090
H 2.200 -2.969 -2.983  0.076
H -0.713 1.294 -3.108  0.074
H 4.525 2.031 -4.326  0.085
H 3.025 1.776 4.893  0.089



Relative energy (zero: lowest compared OMol25 entry of this formula, charge and spin): 127.9, 110.8, 23.9 (kJ/mol)
HOMO-LUMO gap: 10.881, 8.802, 6.590 (eV)